(1)
{
  "formula": "C5H8O2",
  "method": "ωB97M-V with the def2-TZVPD basis set",
  "total_charge": 0,
  "e_above_lowest_ev": 2.398,
  "smiles": "C[C@]1(CC=O)CO1",
  "energy_ha": -345.716850,
  "e_homo_ev": -9.50,
  "lumo_energy_ha": 0.030,
  "gap_ev": 10.313,
  "species": ["C", "C", "C", "C", "C", "O", "O", "H", "H", "H", "H", "H", "H", "H", "H"],
  "coordinates": [[-1.1259, 1.2613, -0.8655], [-0.2527, 0.3252, -0.0894], [-0.8636, -0.5065, 0.9402], [1.0137, -0.2926, -0.6829], [1.7484, -0.9011, 0.5244], [2.9336, -0.8856, 0.7276], [0.0623, 0.5772, 1.2734], [-0.5692, 2.0873, -1.3094], [-1.6203, 0.6878, -1.6598], [-1.9031, 1.6533, -0.2036], [-0.5989, -1.5730, 0.8937], [1.0716, -1.3671, 1.2522], [-1.7742, -0.3023, 1.4771], [0.7809, -1.0737, -1.4168], [1.6533, 0.4578, -1.1656]],
  "atomic_forces_ev_per_a": [[0.0563, 0.1570, -0.0186], [-0.1664, -0.1838, -0.3003], [-0.1619, 0.1088, 0.3554], [0.0334, -0.0603, 0.0188], [0.4240, -0.1641, -0.1350], [-0.1176, 0.1680, -0.4741], [-0.4308, -0.3882, 0.4103], [-0.0206, 0.0029, -0.0160], [0.1336, 0.1841, 0.0679], [0.1307, 0.0400, -0.1192], [0.2437, 0.5253, 0.7570], [0.6113, -0.3412, -0.0577], [-0.6426, 0.0229, -0.6741], [0.0853, 0.0609, 0.0475], [-0.1785, -0.1322, 0.1381]]
}

---

(2)
{
  "formula": "C51H112N6O8",
  "method": "ωB97M-V with the def2-TZVPD basis set",
  "total_charge": 0,
  "smiles": "CC1(C)CCCC(C)(C)N1O.CC1(C)CCCC(C)(C)N1O.CC1(C)CCCC(C)(C)N1O.CC1(C)CCCC(C)(C)N1O.CC1(C)CCCC(C)(C)N1O.COC[C@H](C)N.OCCO",
  "energy_ha": -2940.297357,
  "e_homo_ev": -7.92,
  "lumo_energy_ha": 0.012,
  "gap_ev": 8.256,
  "species": ["C", "C", "C", "O", "C", "N", "H", "H", "H", "H", "H", "H", "H", "H", "H", "H", "H", "C", "C", "O", "O", "H", "H", "H", "H", "H", "H", "C", "C", "C", "C", "C", "C", "N", "O", "C", "C", "C", "H", "H", "H", "H", "H", "H", "H", "H", "H", "H", "H", "H", "H", "H", "H", "H", "H", "H", "H", "C", "C", "C", "C", "C", "C", "N", "O", "C", "C", "C", "H", "H", "H", "H", "H", "H", "H", "H", "H", "H", "H", "H", "H", "H", "H", "H", "H", "H", "H", "C", "C", "C", "C", "C", "C", "N", "O", "C", "C", "C", "H", "H", "H", "H", "H", "H", "H", "H", "H", "H", "H", "H", "H", "H", "H", "H", "H", "H", "H", "C", "C", "C", "C", "C", "C", "N", "O", "C", "C", "C", "H", "H", "H", "H", "H", "H", "H", "H", "H", "H", "H", "H", "H", "H", "H", "H", "H", "H", "H", "C", "C", "C", "C", "C", "C", "N", "O", "C", "C", "C", "H", "H", "H", "H", "H", "H", "H", "H", "H", "H", "H", "H", "H", "H", "H", "H", "H", "H", "H"],
  "coordinates": [[-4.8892, -3.7460, 5.2007], [-6.3271, -3.0739, 5.2980], [-6.2002, -1.9381, 6.4192], [-6.4494, -2.6640, 7.6038], [-7.1170, -1.9697, 8.6061], [-6.7779, -2.7547, 3.9440], [-3.9605, -3.2096, 5.0060], [-5.0019, -4.5825, 4.5110], [-4.6947, -4.2399, 6.1527], [-7.0790, -3.7975, 5.6127], [-7.0550, -1.2754, 6.2840], [-5.2870, -1.3450, 6.4679], [-8.1739, -1.7716, 8.4275], [-6.5814, -1.1452, 9.0766], [-7.2522, -2.7483, 9.3568], [-6.8049, -3.4759, 3.2374], [-7.7031, -2.3538, 4.0016], [7.1199, 0.9908, 1.3030], [6.9435, 0.2115, 2.5993], [7.1316, 1.0521, 3.7573], [6.8898, 2.3816, 1.4749], [6.5676, 0.7012, 0.4091], [8.1180, 0.7623, 0.9292], [7.5125, -0.7111, 2.7142], [5.9028, -0.0996, 2.6908], [7.4282, 0.4648, 4.4564], [7.2859, 2.5982, 2.3221], [3.9877, -8.6897, 0.5310], [3.3288, -7.8480, -0.4580], [2.7442, -6.6646, 0.4884], [2.1821, -5.5484, -0.3627], [3.2148, -4.9542, -1.3254], [3.9788, -5.9698, -2.1760], [4.3453, -7.1456, -1.3663], [5.0828, -8.0541, -2.1218], [3.0343, -6.2570, -3.3896], [5.2740, -5.2216, -2.5414], [2.1974, -8.7215, -1.1865], [3.3825, -9.4440, 1.0340], [4.4925, -8.1715, 1.3463], [4.6049, -9.3671, -0.0591], [2.0181, -7.0053, 1.2266], [3.5626, -6.2161, 1.0515], [2.0343, -4.6959, 0.3003], [1.2110, -5.8088, -0.7838], [3.9130, -4.3384, -0.7585], [2.6856, -4.2920, -2.0107], [3.4369, -7.0556, -4.0127], [2.0484, -6.5945, -3.0700], [2.8851, -5.3969, -4.0422], [5.7421, -4.7894, -1.6570], [5.8178, -6.0102, -3.0616], [5.2138, -4.4144, -3.2714], [1.4973, -8.0578, -1.6939], [1.5850, -9.2634, -0.4657], [2.5876, -9.4849, -1.8597], [5.9953, -7.7949, -1.9741], [-5.2246, -3.1419, -5.0374], [-6.6793, -3.6368, -5.4180], [-6.7675, -3.8027, -7.0200], [-6.3128, -5.1717, -7.5493], [-6.9837, -6.3198, -6.7863], [-6.6712, -6.1913, -5.1816], [-7.0052, -4.8234, -4.6110], [-6.9514, -4.6917, -3.2335], [-7.5595, -7.1326, -4.3652], [-5.2336, -6.6600, -4.9270], [-7.5529, -2.4823, -4.9688], [-5.3092, -2.9748, -3.9636], [-4.9801, -2.2634, -5.6346], [-4.4782, -3.9089, -5.2440], [-7.8089, -3.7751, -7.3408], [-6.2051, -2.9587, -7.4193], [-5.2453, -5.3634, -7.4409], [-6.4833, -5.3355, -8.6134], [-6.5623, -7.2449, -7.1796], [-8.0489, -6.2394, -7.0034], [-8.5175, -6.6128, -4.3514], [-7.7259, -8.1254, -4.7833], [-7.3107, -7.0963, -3.3046], [-4.9693, -7.5004, -5.5689], [-4.5700, -5.9278, -5.3870], [-4.9120, -6.9457, -3.9255], [-7.5376, -2.1342, -3.9360], [-8.6245, -2.6810, -4.9829], [-7.3165, -1.6540, -5.6367], [-7.8418, -4.4431, -2.9747], [2.7864, -3.0201, 11.1733], [1.6291, -2.4186, 10.3065], [0.5301, -3.4925, 10.3096], [-0.0865, -3.6951, 11.6813], [-0.8206, -2.3947, 12.0504], [-0.0422, -1.0365, 11.7750], [1.0141, -1.1505, 10.6673], [1.7242, -0.0080, 10.5094], [-1.0591, 0.0993, 11.5103], [0.6696, -0.6982, 13.1582], [2.1115, -2.2846, 8.8631], [3.3104, -3.8156, 10.6435], [2.5134, -3.2916, 12.1930], [3.5168, -2.2142, 11.2460], [-0.1903, -3.3734, 9.5003], [1.0017, -4.4418, 10.0553], [0.6238, -3.8178, 12.4990], [-0.8993, -4.4209, 11.6586], [-1.2589, -2.3595, 13.0477], [-1.6466, -2.3366, 11.3417], [-1.2742, 0.0032, 10.4461], [-2.0495, -0.1511, 11.8905], [-0.9179, 1.1656, 11.6866], [1.3559, 0.1388, 13.0298], [-0.1298, -0.6093, 13.8939], [1.3076, -1.5075, 13.5132], [2.8207, -1.4636, 8.7581], [1.2886, -2.1028, 8.1719], [2.5819, -3.2351, 8.6112], [1.3803, 0.3290, 9.6789], [-0.7108, 3.0114, -0.4635], [-1.1016, 4.4973, -0.0082], [-2.5991, 4.6053, -0.1265], [-3.4021, 3.8858, 1.0379], [-2.8605, 4.4883, 2.3471], [-1.3251, 4.3500, 2.6307], [-0.7110, 4.8132, 1.4076], [0.7467, 5.0051, 1.5077], [-1.1189, 5.3982, 3.8888], [-1.0709, 2.9417, 3.0098], [-0.5838, 5.5003, -1.0143], [0.3785, 2.9827, -0.4360], [-1.0614, 2.3423, 0.3222], [-1.2022, 2.8710, -1.4263], [-2.9735, 5.6275, -0.0725], [-2.8298, 4.0450, -1.0326], [-4.4808, 3.9592, 0.8992], [-3.3461, 2.7975, 1.0628], [-3.3498, 4.1447, 3.2585], [-3.2146, 5.5171, 2.4119], [-1.5953, 5.0094, 4.7888], [-1.5461, 6.3415, 3.5483], [-0.0605, 5.4946, 4.1307], [-1.4642, 2.1846, 2.3313], [-1.6239, 2.7301, 3.9249], [-0.0175, 2.6688, 2.9468], [0.4981, 5.4743, -1.1448], [-1.0946, 5.3127, -1.9588], [-0.8209, 6.5237, -0.7235], [1.0853, 4.2052, 1.0988], [5.0382, 9.6778, -7.4421], [4.5039, 10.3525, -8.7499], [4.7536, 11.8851, -8.6917], [4.6718, 12.5430, -10.0848], [5.7404, 11.9161, -10.9966], [5.6525, 10.4389, -11.0941], [5.3740, 9.7928, -9.8009], [5.3735, 8.3584, -9.8619], [4.5129, 9.9651, -12.0937], [7.0777, 10.1142, -11.4104], [3.0589, 10.1601, -9.1171], [4.8091, 8.6161, -7.5345], [4.6085, 10.0406, -6.5084], [6.0965, 9.7984, -7.2109], [4.1270, 12.3646, -7.9397], [5.6992, 12.1403, -8.2135], [4.8992, 13.5675, -9.7902], [3.7096, 12.4898, -10.5940], [6.6464, 12.3425, -10.5659], [5.6659, 12.4192, -11.9607], [3.9261, 10.8577, -12.3103], [4.8386, 9.6450, -13.0835], [3.8865, 9.0948, -11.8980], [7.5004, 9.1188, -11.5465], [7.2472, 10.6022, -12.3703], [7.7201, 10.3461, -10.5609], [2.4048, 10.5150, -8.3207], [2.8618, 9.0881, -9.1200], [2.7636, 10.6770, -10.0302], [6.2555, 8.2002, -9.5174]],
  "atomic_forces_ev_per_a": [[-1.5737, -1.2716, 0.7209], [2.6137, -0.3433, -0.5087], [-2.2328, -1.1174, -1.3876], [0.6641, 0.2375, -0.2196], [-0.5105, -1.4403, 1.4388], [-0.0062, 2.2621, 0.0390], [-0.6350, 0.7341, -0.4451], [0.3484, 0.0323, -0.3189], [-0.1022, 0.0078, 0.2556], [0.5716, -0.1559, 1.1957], [-0.0024, 0.5194, -0.1709], [0.2197, -0.2939, -0.2816], [-0.0023, 0.7759, -0.8612], [0.0394, 0.2564, -0.3543], [0.3698, 0.1131, 0.5586], [0.3631, -0.3798, 0.5560], [-0.1178, 0.0664, -0.2148], [1.2445, 0.3143, -0.5267], [-2.1037, -0.3041, 0.7589], [0.6970, -0.0357, -0.5528], [0.0649, -0.5806, -0.1252], [-0.8939, -0.4145, 0.6404], [0.7233, 0.5583, 0.2155], [0.4558, 0.2000, -0.5066], [-0.2660, -0.1951, -0.2968], [0.0546, 0.2080, 0.1357], [0.0189, 0.2448, 0.2556], [1.6871, -2.5398, 0.3787], [-2.0110, 2.1157, 0.0483], [0.1658, -0.2293, -2.1170], [0.1031, 0.9871, 0.7142], [-0.7395, -0.7468, 0.2346], [-1.4242, 1.3215, -0.0688], [-1.0077, 0.4448, 1.7429], [-0.1238, -0.7617, -0.6626], [0.8036, -0.7090, -0.0802], [-0.0491, -1.2010, -0.9811], [0.4119, 1.2825, 0.5616], [-0.8458, 0.4375, -0.0673], [0.4883, 0.0759, -0.4644], [1.0010, 0.0551, 0.3812], [-0.0569, -0.4328, -0.2282], [0.3521, -0.3876, -0.0377], [-0.7344, 0.0003, 0.2557], [0.1231, 0.0067, -0.3653], [0.0133, -0.0932, 0.1929], [0.1442, 0.1774, -0.0219], [0.0977, -0.0892, -0.0396], [0.0715, 0.1184, 0.1941], [0.1917, 0.1961, 0.2001], [0.2616, -0.5542, -0.0117], [1.0015, 0.3741, 0.1843], [-0.6971, 0.0020, -0.0064], [0.1366, -0.1517, -0.3264], [0.2086, 0.1132, 0.3567], [0.2857, 0.3303, -0.1538], [0.1405, -0.1396, 0.1877], [-0.9179, -0.8214, -0.5512], [1.8180, 0.4671, 0.7557], [-0.3829, -1.2104, 1.4588], [0.8501, -0.4888, 0.6830], [0.3576, 1.6314, 1.6747], [-0.2754, -0.8379, 0.7646], [-1.0321, -1.2703, -3.9609], [0.9483, 0.1830, 0.2121], [-1.3425, 0.9139, -0.2015], [1.0012, 0.4757, -1.6037], [-1.2787, 0.4559, -0.3356], [0.5983, 0.3269, -0.1071], [0.0812, 0.2303, 0.4056], [0.0053, 0.0657, 0.0700], [-0.2081, 0.6074, 0.1869], [-0.1467, -0.0998, -0.1742], [0.3200, 0.4864, 0.0766], [-0.2911, 0.4621, -0.1103], [-0.2893, -0.2069, 0.3912], [-0.2076, -0.3804, 0.4024], [-0.5239, -0.3248, -0.2413], [0.4307, -0.0347, 0.1701], [0.5229, -0.5799, -0.1774], [-0.5042, -0.5540, 0.0816], [0.3615, 0.2939, 0.6393], [-0.4019, 0.5183, 0.1202], [1.2637, -0.1352, 0.1473], [-0.2400, -0.3624, -0.9822], [-0.2934, 0.2884, 0.1933], [-0.2221, -0.0991, 0.0125], [0.3645, 1.8176, -0.2937], [-0.3470, -0.8838, -0.2234], [0.5445, -0.9584, 0.2951], [-1.0933, 1.9837, 0.5236], [-0.0491, 1.3712, -2.0435], [2.0921, -0.0495, 2.2912], [-3.6610, -2.0213, 1.4281], [1.1339, 1.0799, -0.0227], [-0.8065, -0.9823, -1.6847], [-0.0022, -0.6774, -1.1665], [0.3103, -0.1590, 0.1840], [-0.3471, -0.2351, 0.1364], [-0.0470, -0.1326, -0.2506], [0.2814, 0.0568, 0.2598], [-0.3886, 0.5099, 0.2697], [0.3791, -0.0625, -0.1661], [0.1513, -0.8835, -0.3862], [0.5335, -0.5680, 0.1908], [0.2355, -0.0657, 0.0514], [-0.4445, -0.0985, 0.0263], [0.0745, 0.2622, -0.4396], [0.1330, -0.1159, 0.6952], [0.8722, -0.2942, 0.4220], [-0.4926, 0.3915, 0.3006], [0.2402, 0.6664, 0.1458], [-0.0362, -0.3725, -0.1828], [0.1800, -0.1547, -0.0029], [-0.1379, -0.0131, 0.1042], [0.1560, 0.1384, -0.3424], [0.1670, 0.4507, -0.1240], [-0.0862, 2.0261, 1.4690], [-0.1856, -1.0821, 1.2017], [-1.8787, -1.8555, 1.5774], [1.1771, 0.0551, 0.0902], [-0.9128, 0.0991, 0.5551], [-2.0620, 1.9773, -0.0297], [1.6372, 1.7058, -1.1072], [-1.6629, -0.4436, -0.0032], [0.6233, -1.5220, -1.9349], [0.3004, -1.5467, -0.1059], [0.7040, 0.4565, 0.1664], [0.0437, -0.4077, -0.7080], [-0.1977, -0.2133, -0.4492], [0.5849, -0.4864, -0.0019], [0.2683, 0.1043, -0.5843], [-0.4570, 0.7407, -0.3544], [-0.0550, 0.8822, 0.1397], [0.8209, -0.2079, -0.2544], [-0.1757, -0.8423, -0.0629], [0.6205, 0.4896, -0.5007], [-0.3276, 0.0021, -0.2067], [0.1673, 0.0050, 0.3052], [0.0212, 0.1748, -0.2076], [-0.5562, 0.3651, -0.4825], [0.7801, -0.1415, 0.4570], [0.2467, 0.2554, 1.0280], [-0.0074, -0.1935, -0.1289], [0.2189, -0.0725, -0.1261], [-0.1317, -0.0375, 0.1935], [0.4838, -0.2873, 0.0688], [-1.1724, -0.1099, 0.0879], [1.7066, 0.7698, 0.1111], [-0.0383, -0.6001, -0.1835], [0.2345, -0.2219, 0.9636], [-1.3293, 3.0331, 1.2581], [-1.1630, -3.1283, 0.4882], [1.0074, 1.1158, 1.0069], [-0.2725, 1.2190, -0.3385], [0.8030, 0.7407, -1.2151], [1.4136, -1.3835, -1.1498], [-0.8717, -0.8671, 1.3833], [0.1239, -0.0435, 0.3077], [-0.7369, 0.1317, -0.1709], [0.2165, 0.1160, -0.9207], [-0.9119, -0.2331, -0.3166], [0.7193, -0.4093, -0.5542], [-0.0332, 0.3904, -0.9978], [-0.2615, 0.0976, 0.4947], [0.5309, -0.8593, -0.0877], [-0.0141, -0.4500, -0.3640], [-0.5345, -0.2122, 0.1229], [0.8521, 0.3788, -0.2071], [0.0775, 0.3156, 1.2242], [-1.2456, -0.8424, -0.4393], [0.8958, 0.4029, 0.2224], [-0.0726, 1.2806, -0.2156], [-0.0391, 0.3141, 0.1361], [-0.1509, -0.0944, -0.6672], [0.2085, -0.3709, -0.0039], [0.0578, -0.4806, 0.0249]]
}

---

Which formula does entry 1 have? C5H8O2